# C2H8N2O2

A cluster of 2 separate species, C2H8N2O2 in total (wB97M-V/def2-TZVPD, the Open Molecules 2025 dataset).

Gap between HOMO and LUMO   0.3760 Ha
HOMO energy   -9.9 eV
Relative energy (zero: lowest compared OMol25 entry of this formula, charge and spin)   59.0 kcal per mole
Multiplicity   1
Largest force on an atom   0.0166 Eh/bohr
LUMO   0.4 eV
E   -340.93635 Ha

Last column: Mulliken charge in e.
Geometry (Å):
1 H -0.0460 2.9473 -1.4803  0.235
2 N -0.5804 2.0571 -1.5202  -0.207
3 N -0.0130 1.2669 -2.2893  -0.352
4 H -0.5451 0.3834 -2.3368  0.305
5 C 0.8151 -1.1811 1.4791  -1.267
6 C 0.1336 -0.4309 0.3394  0.222
7 O -0.4758 0.7016 0.8744  -0.543
8 O -0.7971 -1.2302 -0.3451  -0.509
9 H 1.2349 -2.1111 1.1060  0.335
10 H 0.0849 -1.3910 2.2577  0.348
11 H 1.6031 -0.5655 1.8981  0.331
12 H 0.8770 -0.1582 -0.4292  0.353
13 H -0.8378 1.2562 0.1567  0.440
14 H -1.4533 -1.5444 0.2895  0.309

Force components x, y, z for each atom (eV/Å):
0.00 -0.44 -0.22
0.16 -0.43 -0.39
0.02 0.85 -0.04
-0.15 0.15 0.38
-0.24 0.25 -0.41
0.45 0.02 0.21
-0.07 0.18 0.32
-0.19 -0.24 -0.31
0.04 -0.06 0.00
-0.06 -0.05 0.09
0.12 0.05 0.11
-0.16 -0.07 0.16
0.06 -0.30 0.11
0.03 0.07 -0.01